# 1
An isolated molecule of C3H8N2OS at a distorted geometry. Source: the Open Molecules 2025 dataset; level of theory: ωB97M-V with the def2-TZVPD basis set.

Calculated values
Relative energy (zero: lowest compared OMol25 entry of this formula, charge and spin), kcal per mole: 77.2
Multiplicity: 1
LUMO level, eV: 0.7884
Frontier orbital gap, eV: 9.16
SMILES string: CC/C(=N/S)NO

Bonds (Å) are listed after each position.
Geometry (Å):
1 C -2.0114 -0.3887 -0.5295  C2 1.493, H8 1.102, H9 1.151, H10 1.127
2 C -1.0551 -0.5067 0.6105  C1 1.493, C3 1.520, H11 1.099, H12 1.098
3 C 0.3855 -0.1389 0.2922  C2 1.520, N4 1.283, N6 1.424
4 N 1.3085 -1.0138 0.4605  C3 1.283, S5 1.747
5 S 2.8728 -0.6696 -0.2371  N4 1.747, H13 1.364
6 N 0.6185 1.1471 -0.2723  C3 1.424, O7 1.416, H14 1.034
7 O 1.6366 1.8926 0.3709  N6 1.416, H15 1.006
8 H -2.9875 -0.8533 -0.3138  C1 1.102
9 H -2.2106 0.7193 -0.7706  C1 1.151
10 H -1.4808 -0.8892 -1.3888  C1 1.127
11 H -1.3935 0.1031 1.4604  C2 1.099
12 H -0.9631 -1.5723 0.8598  C2 1.098
13 H 3.4031 -1.8733 0.1246  S5 1.364
14 H -0.2421 1.7202 -0.2679  N6 1.034
15 H 2.1191 2.3235 -0.3989  O7 1.006



# 2
An isolated molecule of C3H8N2OS at a distorted geometry. Source: the Open Molecules 2025 dataset; level of theory: ωB97M-V with the def2-TZVPD basis set.

Calculated values
Relative energy (zero: lowest compared OMol25 entry of this formula, charge and spin), kcal per mole: 5.7
Multiplicity: 1
LUMO level, eV: 0.7196
Frontier orbital gap, eV: 10.11
SMILES string: NC(=O)NCCS

Bonds (Å) are listed after each position.
Geometry (Å):
1 N 2.0327 -0.4582 0.3022  C2 1.367, H8 1.004, H9 0.997
2 C 1.1518 -1.5021 0.3574  N1 1.367, O3 1.215, N4 1.365
3 O 1.5032 -2.6527 0.1884  C2 1.215
4 N -0.1510 -1.1808 0.6071  C2 1.365, C5 1.463, H10 0.998
5 C -0.6853 0.1806 0.6389  N4 1.463, C6 1.518, H11 1.097, H12 1.089
6 C -0.8415 0.7261 -0.7695  C5 1.518, S7 1.861, H13 1.084, H14 1.086
7 S -1.5196 2.4581 -0.7094  C6 1.861, H15 1.335
8 H 3.0220 -0.6172 0.2398  N1 1.004
9 H 1.7374 0.4617 0.5474  N1 0.997
10 H -0.9012 -1.8370 0.5635  N4 0.998
11 H -0.0475 0.8590 1.2178  C5 1.097
12 H -1.5890 0.2032 1.2456  C5 1.089
13 H -1.4703 0.1252 -1.4166  C6 1.084
14 H 0.1197 0.8141 -1.2681  C6 1.086
15 H -2.3615 2.4198 -1.7445  S7 1.335



# 3
An isolated molecule of C3H8N2OS at a distorted geometry. Source: the Open Molecules 2025 dataset; level of theory: ωB97M-V with the def2-TZVPD basis set.

Calculated values
Relative energy (zero: lowest compared OMol25 entry of this formula, charge and spin), kcal per mole: 53.8
Multiplicity: 1
LUMO level, eV: 0.5244
Frontier orbital gap, eV: 8.76
SMILES string: CCNC(=S)NO

Bonds (Å) are listed after each position.
Geometry (Å):
1 C 0.7510 -1.6432 0.7049  C2 1.516, H8 1.065, H9 1.087, H10 1.090
2 C -0.1174 -1.4642 -0.5247  C1 1.516, N3 1.454, H11 1.120, H12 1.106
3 N -0.2371 -0.0257 -0.7018  C2 1.454, C4 1.384, H13 1.043
4 C -1.0055 0.8748 0.0146  N3 1.384, S5 1.685, N6 1.361
5 S -2.3839 0.5314 0.9214  C4 1.685
6 N -0.5079 2.1419 0.0239  C4 1.361, O7 1.405, H14 1.028
7 O 0.6615 2.4547 -0.6890  N6 1.405, H15 0.969
8 H 0.8744 -2.6779 0.9269  C1 1.065
9 H 1.7278 -1.1854 0.5696  C1 1.087
10 H 0.2488 -1.2198 1.5744  C1 1.090
11 H -1.1206 -1.9500 -0.4169  C2 1.120
12 H 0.4521 -1.8387 -1.3951  C2 1.106
13 H 0.4541 0.4388 -1.3292  N3 1.043
14 H -1.0977 2.9370 0.3021  N6 1.028
15 H 1.3004 2.6263 0.0189  O7 0.969



Q: Which value of relative energy (zero: lowest compared OMol25 entry of this formula, charge and spin) does entry 3 give?
A: 53.8 kcal per mole



Q: Number 2 is which compound?
A: C3H8N2OS



Q: What is the formula in the third record?
A: C3H8N2OS